Entry 1:
Computed, not measured: a structure of composition C8H14N3O3SZr at a distorted geometry, with ωB97M-V/def2-TZVPD.

Results
E_HOMO: -12.6 eV
total energy: -1148.23936 Eh
energy above the lowest of the compared OMol25 structures with the same formula, charge and spin: 0.0 kJ/mol
total charge: +1

Last column: natural (NBO) charge in e.
Cartesian coordinates (Å):
C1 -1.2694 0.6720 -3.0989  -1.21
Zr1 0.3831 1.3748 -1.9640  2.17
N1 2.3138 0.7415 -0.6850  -1.10
N2 1.3450 -0.6782 -2.9484  -1.12
H1 2.2921 -0.2369 -0.3800  0.41
H2 1.2416 3.1251 -1.7710  -0.43
H3 -2.0645 1.4502 -2.8858  0.26
H4 -1.8060 -0.2832 -3.1287  0.27
H5 -0.8465 0.8320 -4.1169  0.22
H6 1.2509 -1.4369 -2.2455  0.44
H7 2.3246 -0.7213 -3.2348  0.40
H8 0.8907 -1.1164 -3.7559  0.41
H9 3.2544 0.8774 -1.0562  0.41
H10 2.3360 1.2754 0.1836  0.42
O1 0.7737 -1.9532 -0.4310  -0.63
C2 -0.0537 -1.1567 0.0468  0.67
N3 -0.6017 -0.1398 -0.7052  -0.99
S1 -1.3731 1.0125 0.2416  2.24
O2 -0.4474 2.1805 0.0118  -0.94
O3 -2.7560 1.2849 -0.0315  -0.83
C3 -1.0838 0.1624 1.7275  -0.27
C4 -1.3642 0.5996 3.0196  -0.18
C5 -1.0547 -0.2537 4.0839  -0.16
C6 -0.3972 -1.4690 3.8364  -0.17
C7 -0.0344 -1.8352 2.5408  -0.14
C8 -0.4617 -1.0495 1.4607  -0.16
H11 -1.8231 1.5737 3.1665  0.25
H12 -1.3366 0.0236 5.1005  0.25
H13 -0.1754 -2.1241 4.6810  0.24
H14 0.5433 -2.7316 2.3380  0.25

Forces on the atoms, in the same order (eV/Å):
C -1.04 0.83 -1.09
Zr 1.65 -0.45 0.71
N 0.32 -0.34 0.46
N 0.12 -0.59 -0.52
H -0.09 0.05 -0.16
H -0.51 -0.58 -0.61
H 0.59 -0.34 -0.41
H 0.41 0.18 0.22
H -0.39 0.34 -0.07
H -0.07 0.57 0.25
H 0.06 0.26 0.21
H -0.29 0.54 0.05
H -0.16 0.10 -0.25
H -0.22 0.22 -0.06
O -1.09 0.89 0.91
C 0.81 -0.58 -1.22
N -0.48 0.64 1.29
S -0.28 -0.86 -0.43
O -0.42 -0.84 -0.64
O 1.09 -0.33 0.26
C -0.12 0.24 1.29
C -0.16 -0.13 -0.17
C -0.04 -0.08 -0.40
C -0.16 0.25 0.09
C -0.43 -0.08 -0.50
C 0.75 0.12 1.22
H 0.01 -0.20 0.13
H 0.19 -0.05 -0.31
H 0.09 0.20 -0.33
H -0.15 0.04 0.08

Entry 2:
Computed, not measured: a structure of composition C8H14N3PdS at a distorted geometry, with ωB97M-V/def2-TZVPD.

Results
E_HOMO (alpha / beta): 0.4 / -3.8 eV
multiplicity: 3
total energy: -1003.43143 Eh
⟨S²⟩: 2.030
energy above the lowest of the compared OMol25 structures with the same formula, charge and spin: 0.0 kJ/mol
total charge: -1

Last column: natural (NBO) charge in e.
Cartesian coordinates (Å):
C1 -1.0592 0.1958 -3.2818  -0.92
Pd1 -1.0941 -0.7467 -1.6044  0.41
N1 -1.5318 -1.9936 0.1180  -1.05
H1 -0.4378 -2.0307 -2.3588  -0.38
H2 -0.6876 -2.0991 0.6858  0.39
H3 -1.9511 -0.9126 -2.8566  0.10
H4 -0.6353 -0.2309 -4.1969  0.21
H5 -0.2133 0.5751 -2.6460  0.23
H6 -1.7743 1.0104 -3.4504  0.19
H7 -2.2506 -1.5825 0.7180  0.38
H8 -1.8480 -2.9236 -0.1564  0.37
N2 2.1746 -1.0264 -1.6266  -0.86
C2 1.7751 -0.3236 -0.5486  0.18
N3 0.4999 -0.0757 -0.2739  -0.64
C3 0.3294 0.6721 0.9039  0.14
C4 -0.8825 1.0117 1.5194  -0.45
C5 -0.8446 1.6010 2.7879  -0.20
C6 0.3797 1.8943 3.4056  -0.34
C7 1.5941 1.5773 2.7758  -0.36
C8 1.5599 0.9488 1.5354  -0.20
S1 2.9218 0.3254 0.5935  0.24
H9 3.1563 -1.2019 -1.7510  0.38
H10 1.4720 -1.4973 -2.1996  0.42
H11 -1.8241 0.8173 1.0006  0.19
H12 -1.7788 1.8431 3.2980  0.19
H13 0.3896 2.3747 4.3850  0.18
H14 2.5607 1.7975 3.2243  0.19

Forces on the atoms, in the same order (eV/Å):
C 0.97 2.26 -1.70
Pd -1.24 -2.57 2.12
N -0.61 -0.76 1.18
H 0.52 -0.79 -0.19
H -0.27 0.15 -0.23
H -0.71 0.04 -0.44
H -0.40 0.15 0.18
H 0.06 0.96 -1.48
H 0.22 -0.20 -0.29
H 0.32 -0.16 -0.03
H 0.13 0.31 0.06
N 0.63 -0.49 -1.31
C -1.42 0.39 1.04
N 1.28 0.97 1.10
C 2.43 -1.15 -1.55
C -1.59 -0.01 0.24
C 0.91 0.29 0.40
C -1.81 0.30 0.49
C 1.60 -0.34 -0.53
C -0.54 0.32 0.47
S -0.62 0.27 0.29
H -0.26 -0.11 -0.10
H 0.21 0.11 0.34
H 0.23 0.15 0.13
H 0.22 -0.01 -0.10
H -0.04 -0.14 -0.20
H -0.22 0.06 0.09

Entry 3:
Computed, not measured: an isolated molecule of C8H14N4S at a distorted geometry, with ωB97M-V/def2-TZVPD.

Results
E_HOMO: -7.6 eV
total energy: -930.38070 Eh
SMILES string: Nc1nnc(N2CCCCCC2)s1
energy above the lowest of the compared OMol25 structures with the same formula, charge and spin: 120.7 kJ/mol

Last column: natural (NBO) charge in e.
Cartesian coordinates (Å):
N1 -3.1719 0.0829 3.8170  -0.81
C1 -2.5012 0.1537 2.6157  0.17
N2 -3.0358 0.3355 1.4458  -0.29
N3 -2.1378 0.4268 0.4550  -0.37
C2 -0.8935 0.4542 0.9023  0.29
N4 0.1342 0.6842 0.1514  -0.45
C3 -0.1929 0.9560 -1.2536  -0.23
C4 -0.2190 -0.2253 -2.1916  -0.42
C5 0.5895 -1.3968 -1.6677  -0.41
C6 2.0949 -1.1383 -1.3954  -0.39
C7 2.4122 0.1505 -0.4611  -0.41
C8 1.4732 0.3608 0.6765  -0.22
S1 -0.7669 0.1263 2.6698  0.24
H1 -2.7061 0.8328 4.4201  0.37
H2 -4.1768 0.4785 3.6271  0.39
H3 0.5023 1.7762 -1.6615  0.20
H4 -1.1582 1.4653 -1.4738  0.26
H5 -1.2920 -0.5127 -2.3389  0.22
H6 0.1457 0.0400 -3.1687  0.21
H7 0.5782 -2.2121 -2.3231  0.21
H8 0.1162 -1.6175 -0.7545  0.20
H9 2.6329 -0.8664 -2.3149  0.20
H10 2.6104 -2.0452 -0.9799  0.21
H11 3.3982 0.1159 -0.1358  0.22
H12 2.3623 1.0307 -1.1968  0.20
H13 1.4924 -0.6742 1.1470  0.21
H14 1.7094 1.2180 1.3896  0.22

Forces on the atoms, in the same order (eV/Å):
N -2.10 2.70 1.26
C -0.23 0.34 -1.37
N -0.38 -0.52 2.00
N 1.71 0.28 -0.16
C -3.28 -0.89 1.88
N 1.36 0.23 -1.83
C 1.09 2.70 -1.82
C -0.50 -0.97 -0.27
C 1.36 1.47 0.31
C 0.60 1.33 1.05
C -1.44 0.69 -3.40
C -0.44 -0.14 0.17
S 0.02 0.23 -1.39
H -1.06 -1.51 -0.63
H 2.31 -1.19 0.50
H -0.43 -1.36 0.80
H 0.46 -0.34 1.53
H 0.92 -0.14 0.20
H 0.17 0.46 -0.48
H -0.50 -1.38 -0.92
H -0.49 -1.01 1.28
H -0.26 -0.42 -0.02
H -0.66 0.70 -0.25
H 1.83 -0.22 0.69
H 0.18 -1.02 1.22
H -0.56 1.37 0.30
H 0.31 -1.38 -0.66

Entry 4:
Computed, not measured: the ion C8H14N5O2 with charge +1 at a distorted geometry, with ωB97M-V/def2-TZVPD.

Results
E_HOMO (alpha / beta): -11.7 / -10.9 eV
total energy: -737.11735 Eh
energy above the lowest of the compared OMol25 structures with the same formula, charge and spin: 331.0 kJ/mol
total charge: +1

Last column: natural (NBO) charge in e.
Cartesian coordinates (Å):
C1 1.0926 1.1209 0.1080  0.41
C2 -2.2739 1.2240 -0.3892  0.70
C3 -2.2909 -1.0217 0.7157  0.68
C4 1.8001 -0.4228 0.4237  -0.14
C5 -1.0513 0.8012 -1.1569  -0.25
C6 -1.0289 -0.6354 -1.2851  0.55
C7 1.7978 2.2372 0.7771  -0.70
C8 3.0722 -0.2583 -0.4287  -0.62
N1 0.0655 1.4653 -0.5704  -0.45
N2 -2.6200 0.3353 0.6870  -0.64
N3 1.0119 -1.4538 0.0615  -0.66
N4 -1.6259 -1.4357 -0.3661  -0.56
N5 -2.4754 -1.7706 1.7825  -0.76
O1 -2.9101 2.2165 -0.5109  -0.45
O2 -0.8181 -1.0673 -2.4721  -0.62
H1 1.9986 -0.2903 1.4595  0.22
H2 -1.1292 1.1745 -2.1987  0.27
H3 2.1737 2.9042 0.0915  0.25
H4 2.6298 2.1282 1.4833  0.24
H5 1.0195 2.7244 1.4009  0.25
H6 2.9982 -1.0716 -1.1867  0.21
H7 3.9868 -0.1844 0.1635  0.24
H8 3.0924 0.7434 -0.9401  0.22
H9 -2.9428 0.8343 1.5007  0.44
H10 1.4487 -1.9237 -0.7979  0.32
H11 -1.2087 -2.3402 -0.2544  0.43
H12 -3.0508 -1.3258 2.5614  0.44
H13 -2.0467 -2.6898 1.9643  0.45
H14 -0.7152 -2.0179 -2.6234  0.51

Forces on the atoms, in the same order (eV/Å):
C -1.74 -1.58 -0.44
C -0.39 -0.06 0.63
C 1.03 2.96 -0.98
C 0.44 3.38 -1.82
C -0.09 0.42 -1.43
C 1.01 0.13 1.88
C -0.54 0.07 2.63
C 0.11 1.06 -0.55
N 2.19 0.28 1.82
N 0.42 -1.87 0.09
N -1.23 -2.17 -1.72
N -1.38 -1.47 1.36
N -1.39 0.41 2.23
O 0.10 0.36 -0.24
O 0.51 -1.07 -2.96
H -0.08 -0.25 1.17
H -0.16 0.09 0.56
H 0.44 1.80 -1.78
H -0.12 -1.18 -0.29
H 0.42 0.09 -0.58
H 0.92 0.74 0.47
H 0.02 -0.84 -0.12
H -0.16 -1.06 0.02
H -0.43 -0.28 0.17
H -0.88 0.85 1.42
H 0.24 -0.58 0.00
H 1.22 -1.21 -1.45
H -0.38 0.91 -0.42
H -0.08 0.08 0.32

Entry 5:
Computed, not measured: the ion C8H14N5O2 with charge +1 at a distorted geometry, with ωB97M-V/def2-TZVPD.

Results
E_HOMO: -12.8 eV
total energy: -737.04537 Eh
SMILES string: [H]/N=C(C#[N+][O-])\N=C(/OC=[N+](C)C)N(C)C
energy above the lowest of the compared OMol25 structures with the same formula, charge and spin: 520.0 kJ/mol
total charge: +1

Last column: natural (NBO) charge in e.
Cartesian coordinates (Å):
H1 -0.2921 -3.1055 -1.7276  0.36
N1 0.7399 -2.9097 -1.3685  -0.56
C1 0.7922 -2.2142 -0.2865  0.30
C2 2.0851 -2.0290 0.2792  0.09
N2 2.9342 -1.7008 1.0028  0.26
O1 3.8362 -1.3458 1.6773  -0.35
N3 -0.3231 -1.7824 0.5091  -0.59
C3 -1.0612 -0.8020 0.4142  0.77
O2 -0.4536 0.5901 0.1927  -0.49
C4 0.5637 0.6568 -0.6015  0.55
N4 1.3629 1.6843 -0.5447  -0.30
C5 2.6154 1.7754 -1.3373  -0.40
C6 1.3592 2.6202 0.5119  -0.46
N5 -2.3364 -0.7175 0.5329  -0.39
C7 -2.9888 0.5646 0.2936  -0.43
C8 -3.0870 -1.8527 0.8182  -0.40
H2 0.7336 -0.0634 -1.4273  0.23
H3 3.5129 1.6192 -0.7370  0.24
H4 2.6031 0.9451 -2.0704  0.23
H5 2.6000 2.6192 -1.8994  0.23
H6 1.0868 3.6000 0.1239  0.24
H7 0.6015 2.6179 1.4111  0.26
H8 2.2900 2.7187 0.9493  0.24
H9 -3.7584 0.4490 -0.4910  0.23
H10 -3.3528 0.9744 1.2400  0.22
H11 -2.3213 1.3415 -0.0895  0.23
H12 -3.7219 -1.5383 1.7630  0.23
H13 -3.6777 -2.1833 -0.1525  0.22
H14 -2.3424 -2.5318 1.0145  0.24

Forces on the atoms, in the same order (eV/Å):
H 2.58 0.67 1.20
N -2.58 0.47 -0.12
C -1.44 -1.34 -0.43
C 0.82 0.60 0.87
N -0.95 -0.11 -0.81
O 0.66 0.12 0.46
N 1.84 -1.80 -0.88
C 1.96 0.89 -0.75
O 0.32 -0.82 -0.14
C 0.42 0.67 -0.90
N 0.61 -1.76 0.23
C -0.66 -3.95 0.08
C -3.66 2.65 2.41
N -0.16 3.88 -1.00
C -0.66 0.82 -0.18
C -4.02 0.41 -0.16
H -0.18 0.27 0.70
H -0.33 0.38 0.25
H -0.01 0.30 0.36
H 0.18 2.83 -1.26
H 0.32 0.20 -0.44
H 1.16 -1.26 -2.00
H 2.07 -0.06 0.70
H 0.00 -0.11 0.76
H -0.53 -0.23 -0.22
H -0.11 -0.58 0.09
H 0.78 -1.37 -2.04
H 0.70 0.61 2.28
H 0.89 -2.41 0.93

Entry 6:
Computed, not measured: the ion C8H14NO with charge +1 at a distorted geometry, with ωB97M-V/def2-TZVPD.

Results
E_HOMO (alpha / beta): -14.5 / -14.5 eV
total energy: -442.84031 Eh
SMILES string: C[C@H]1C[N+](=O)[C@@]2(C)C[C@@]12C
energy above the lowest of the compared OMol25 structures with the same formula, charge and spin: 384.8 kJ/mol
total charge: +1

Last column: natural (NBO) charge in e.
Cartesian coordinates (Å):
C1 -1.8053 -1.5140 -0.8290  -0.58
C2 -0.7055 -0.9483 0.2005  -0.26
C3 0.4552 -1.8830 0.0562  -0.27
N1 1.6610 -1.0493 0.1518  0.30
O1 2.6166 -1.4792 0.7360  -0.20
C4 1.4673 0.2900 -0.0794  0.07
C5 2.4853 1.1857 0.5976  -0.66
C6 0.6045 0.6617 -1.3566  -0.37
C7 -0.1832 0.4597 -0.1195  0.11
C8 -0.6832 1.6814 0.5576  -0.64
H1 -2.3002 -2.4556 -0.5821  0.25
H2 -1.2624 -1.6806 -1.7927  0.20
H3 -2.5009 -0.7673 -0.9665  0.22
H4 -1.0485 -0.9671 1.2561  0.25
H5 0.5783 -2.6037 0.8093  0.27
H6 0.4614 -2.4771 -0.9246  0.26
H7 3.4400 0.7580 0.9271  0.29
H8 1.9596 1.5400 1.5045  0.24
H9 2.6180 2.2489 0.0402  0.26
H10 0.7284 -0.0980 -2.2035  0.26
H11 0.7044 1.6903 -1.6803  0.27
H12 -1.6513 1.8377 0.0864  0.26
H13 0.0053 2.4946 0.3563  0.24
H14 -0.8355 1.6360 1.6301  0.25

Forces on the atoms, in the same order (eV/Å):
C 2.58 -0.20 0.24
C -1.68 -0.98 -0.74
C 0.38 -0.67 -2.33
N -0.20 -0.14 1.02
O 0.36 -0.11 -0.42
C 0.62 1.24 -0.75
C -1.02 3.49 -0.39
C 0.38 -1.93 -0.27
C 1.57 -1.17 -0.27
C -0.38 -0.05 -0.21
H 0.28 0.20 0.47
H -0.58 0.23 0.63
H -1.87 1.44 -0.45
H 0.00 0.09 -0.67
H -0.01 -0.92 1.11
H 0.21 1.05 1.16
H -0.43 -0.05 -0.64
H 0.43 -0.26 0.05
H 0.03 -2.82 0.89
H -0.63 1.10 1.37
H 0.33 -0.04 0.13
H -0.18 0.60 0.07
H -0.24 0.35 -0.14
H 0.07 -0.43 0.13